No. 1
A structure of composition C46H35FeN4S2SbSe. Source: the Open Molecules 2025 dataset; level of theory: ωB97M-V with the def2-TZVPD basis set.

```
90
Properties=species:S:1:pos:R:3:forces:R:3:lowdin_charge:R:1
Fe 0.768 -0.175 -0.447 0.5 0.1 0.7 0.33
S 2.562 5.895 2.833 0.0 0.2 0.2 1.09
C 3.934 6.632 2.146 0.0 0.1 0.0 -0.38
C 4.477 5.874 1.154 -0.1 -0.2 0.0 -0.16
C 3.761 4.662 0.963 0.3 0.1 -0.1 -0.11
C 2.697 4.530 1.812 -0.3 -0.4 0.0 -0.50
C 1.744 3.412 1.900 0.3 0.2 -0.2 -0.17
C 1.885 2.312 1.035 0.0 -0.1 0.0 -0.03
N 1.075 1.268 1.044 0.0 0.2 -0.1 0.02
C 0.044 1.242 1.925 -0.1 -0.3 -0.1 -0.16
C -0.187 2.275 2.822 -0.1 0.2 0.3 -0.12
C -1.303 2.176 3.736 0.2 0.1 -0.1 0.01
C -2.109 1.097 3.734 0.0 -0.2 -0.1 0.01
C -1.885 0.013 2.806 -0.3 0.1 0.2 -0.12
C -2.696 -1.129 2.736 -0.1 0.1 0.2 0.06
C -2.446 -2.130 1.819 -0.2 -0.3 -0.1 -0.18
C -1.346 -1.947 0.962 0.0 0.1 0.0 -0.06
N -0.577 -0.872 1.003 -0.1 -0.2 -0.1 0.02
C -0.827 0.097 1.912 0.3 0.1 -0.1 -0.16
C -3.286 -3.332 1.681 0.2 0.4 0.0 -0.50
C -3.079 -4.420 0.879 0.0 -0.3 -0.1 -0.12
C -4.113 -5.389 0.987 0.2 0.1 0.0 -0.16
C -5.080 -5.008 1.866 -0.1 0.0 0.0 -0.38
S -4.752 -3.486 2.551 -0.2 0.0 0.2 1.09
C 0.690 3.371 2.789 -0.2 0.1 0.2 0.06
H 4.267 7.593 2.508 0.0 0.0 0.0 0.08
H 5.349 6.164 0.588 0.0 0.0 0.0 0.11
H 4.046 3.925 0.224 0.0 0.0 0.0 0.11
H 2.691 2.285 0.314 0.0 0.0 0.0 0.12
H -1.477 2.991 4.428 0.0 0.0 0.0 0.13
H -2.940 1.027 4.425 0.0 0.0 0.0 0.13
H -3.530 -1.213 3.426 0.0 0.0 0.0 0.12
H -1.091 -2.685 0.212 0.0 0.0 0.0 0.11
H -2.214 -4.550 0.239 -0.1 0.0 0.0 0.11
H -4.133 -6.325 0.447 0.0 0.0 0.0 0.11
H -5.973 -5.544 2.149 0.0 0.0 0.0 0.08
H 0.518 4.191 3.478 0.0 0.0 0.0 0.12
C -1.433 3.964 -5.941 0.0 0.0 0.0 -0.06
C -0.226 4.027 -5.262 0.0 0.0 0.0 -0.07
C -0.005 3.207 -4.160 -0.1 0.0 -0.1 -0.13
C -1.007 2.331 -3.754 0.1 0.2 -0.1 -0.41
C -2.224 2.265 -4.431 0.1 0.2 -0.1 -0.12
C -2.431 3.088 -5.528 0.0 0.0 0.0 -0.06
Sb -0.789 1.063 -2.118 -0.6 -0.3 -0.2 1.52
C -1.301 -0.788 -3.035 -0.1 -0.1 -0.1 -0.38
C -2.106 -1.786 -2.482 0.1 0.0 -0.1 -0.13
C -2.306 -2.985 -3.157 0.0 0.1 0.0 -0.07
C -1.691 -3.204 -4.382 0.0 0.0 0.0 -0.06
C -0.882 -2.222 -4.937 0.0 0.0 0.0 -0.06
C -0.689 -1.020 -4.268 0.0 -0.1 0.0 -0.13
C -2.431 1.644 -0.919 -0.1 0.1 0.1 -0.38
C -3.499 0.832 -0.545 0.0 0.1 0.0 -0.11
C -4.498 1.330 0.285 0.0 0.0 0.0 -0.07
C -4.435 2.636 0.749 0.0 0.0 0.0 -0.07
C -3.374 3.453 0.379 0.0 0.0 0.0 -0.07
C -2.376 2.959 -0.452 -0.1 -0.1 0.1 -0.14
H -1.603 4.603 -6.798 0.0 0.0 0.0 0.12
H 0.546 4.711 -5.589 0.0 0.0 0.0 0.11
H 0.942 3.260 -3.637 0.0 0.0 0.0 0.09
H -3.006 1.584 -4.115 0.0 0.0 0.0 0.11
H -3.371 3.045 -6.062 0.0 0.0 0.0 0.12
H -2.603 -1.644 -1.535 0.0 0.0 0.1 0.06
H -2.953 -3.741 -2.730 0.0 0.0 0.0 0.11
H -1.851 -4.134 -4.911 0.0 0.0 0.0 0.11
H -0.410 -2.385 -5.897 0.0 0.0 0.0 0.12
H -0.067 -0.259 -4.729 0.0 0.0 0.0 0.10
H -3.593 -0.181 -0.906 0.0 0.0 0.0 0.08
H -5.335 0.697 0.555 0.0 0.0 0.0 0.11
H -5.221 3.024 1.384 0.0 0.0 0.0 0.11
H -3.330 4.477 0.725 0.0 0.0 0.0 0.11
H -1.562 3.617 -0.740 0.0 0.0 0.0 0.10
C 5.270 -2.889 -0.906 -0.2 0.0 0.2 0.01
N 4.359 -2.906 0.242 0.2 -0.1 0.0 -0.05
C 3.071 -2.561 0.252 0.0 0.2 -0.1 -0.64
Se 2.071 -2.009 -1.247 0.3 -0.4 -0.3 0.75
N 2.600 -2.732 1.494 0.0 0.0 0.3 0.14
C 3.613 -3.215 2.332 -0.3 0.1 0.0 -0.16
C 3.636 -3.542 3.681 0.0 0.0 0.0 0.01
C 4.845 -3.989 4.179 0.1 0.0 0.0 -0.05
C 5.984 -4.100 3.364 0.0 0.0 0.1 -0.05
C 5.952 -3.771 2.023 0.0 0.0 0.0 0.01
C 4.732 -3.328 1.530 0.2 0.1 -0.4 -0.15
H 4.704 -2.643 -1.798 0.0 0.0 0.0 0.05
H 5.717 -3.874 -1.014 0.0 0.0 0.0 0.11
H 6.045 -2.144 -0.743 0.0 0.0 0.0 0.11
H 1.641 -2.555 1.742 0.0 0.0 0.0 0.14
H 2.760 -3.463 4.310 0.0 0.0 0.0 0.12
H 4.917 -4.262 5.223 0.0 0.0 0.0 0.12
H 6.909 -4.454 3.799 0.0 0.0 0.0 0.12
H 6.830 -3.859 1.396 0.0 0.0 0.0 0.12
```
Positions in Å, forces in eV/Å.

Properties
Calculated total energy = -6694.3009 a.u.
Net charge = +2
Multiplicity = 5
Molecular weight = 964.5 g mol⁻¹
Lowest unoccupied orbital energy (spin up / spin down) = -5.6 / -5.9 eV
E_HOMO (spin up / spin down) = -0.466 / -0.466 Eh


No. 2
A cluster of 5 separate species, C5H23N2O4S in total in a non-equilibrium geometry. Source: the Open Molecules 2025 dataset; level of theory: ωB97M-V with the def2-TZVPD basis set.

```
35
Properties=species:S:1:pos:R:3:forces:R:3:lowdin_charge:R:1
N 0.215 0.419 -1.141 1.4 0.0 -0.8 0.18
C 0.381 0.624 0.388 -2.0 0.8 -1.6 -0.22
C 1.123 -0.598 0.957 -0.3 -0.3 -1.5 -0.16
C 2.581 -0.350 1.363 -0.9 0.8 0.7 -0.47
S 3.810 -1.541 0.950 0.2 0.4 0.1 1.23
C -1.114 0.773 0.780 -0.3 -1.1 0.5 -0.19
N -1.848 -0.296 0.097 0.4 1.5 0.3 -0.14
C -3.187 0.115 -0.242 -1.3 -0.2 -0.5 -0.11
H -0.618 0.865 -1.522 -0.2 0.0 0.4 0.15
H 1.006 0.834 -1.648 0.1 0.0 0.2 0.15
H 0.141 -0.553 -1.477 -0.5 -0.1 0.0 0.11
H 0.827 1.613 0.348 0.7 -0.2 1.1 0.13
H 1.060 -1.276 0.098 0.5 -0.3 0.2 0.10
H 0.517 -1.158 1.669 0.2 0.5 0.6 0.14
H 2.920 0.647 1.050 0.3 -0.2 -0.4 0.09
H 2.608 -0.212 2.462 0.4 -0.4 0.0 0.13
H 2.980 -2.573 0.769 -0.2 -0.4 -0.1 -0.03
H -1.273 0.780 1.855 0.3 -0.2 0.1 0.11
H -1.545 1.727 0.479 0.5 0.2 -0.3 0.13
H -1.704 -1.173 0.566 -0.6 -0.1 0.1 0.09
H -3.802 0.604 0.524 0.3 -0.2 0.4 0.09
H -3.792 -0.709 -0.627 0.2 -0.2 0.2 0.09
H -3.202 0.832 -1.071 0.4 0.1 0.0 0.09
H 0.482 1.896 3.272 -0.1 0.3 0.3 0.05
H -0.396 3.160 3.153 0.1 0.0 0.1 0.08
O 0.004 2.445 2.645 0.2 0.1 -0.1 -0.04
H -2.177 -2.983 -0.515 0.1 0.1 -0.1 0.07
H -0.834 -3.627 -0.758 -0.1 0.0 -0.1 0.07
O -1.274 -2.764 -0.790 0.1 -1.0 0.2 -0.06
H 3.601 1.793 -1.875 0.1 0.3 0.0 0.06
H 2.838 2.941 -1.179 0.3 0.1 -0.1 0.07
O 3.159 2.040 -1.055 -0.5 -0.5 0.1 -0.04
H -1.424 -0.712 -3.422 -0.3 -0.4 -0.3 0.06
H -1.268 -2.201 -2.966 -0.2 0.1 0.1 0.04
O -0.796 -1.382 -3.138 0.7 0.5 0.0 -0.05
```
Positions in Å, forces in eV/Å.

Properties
Calculated total energy = -1012.2635 a.u.
Net charge = +2
Multiplicity = 2
Molecular weight = 207.3 g mol⁻¹
Lowest unoccupied orbital energy (spin up / spin down) = -6.7 / -11.8 eV
E_HOMO (spin up / spin down) = -0.551 / -0.550 Eh


No. 3
A structure of composition C32H32CoGeN7PSe3Te in a non-equilibrium geometry. Source: the Open Molecules 2025 dataset; level of theory: ωB97M-V with the def2-TZVPD basis set.

```
78
Properties=species:S:1:pos:R:3:forces:R:3:lowdin_charge:R:1
Co -2.122 -0.821 -0.623 -0.3 -0.9 -0.2 -0.09
C -1.590 4.396 -0.025 0.4 -0.8 1.3 -0.09
N -1.848 3.039 0.504 0.1 1.2 0.0 -0.15
C -2.660 2.733 1.591 0.3 -0.9 0.0 -0.11
C -2.834 1.372 1.608 0.4 -0.3 -0.9 -0.16
N -2.222 0.831 0.470 0.2 0.3 0.6 -0.09
C -1.607 1.847 -0.179 0.4 0.5 -0.6 -0.46
P -0.804 1.896 -1.764 -1.0 1.9 -0.4 1.01
C 0.535 0.832 -2.051 -0.2 0.6 1.8 -0.47
N 0.616 -0.460 -1.592 1.9 -2.4 -1.7 -0.16
C 1.373 -1.172 -2.553 -0.7 1.4 0.5 -0.07
C 1.719 -0.335 -3.559 0.5 -0.5 -0.1 -0.11
N 1.257 0.924 -3.236 0.5 1.2 -1.6 -0.16
C 1.377 2.133 -4.094 -1.0 -0.6 1.0 -0.07
C -2.122 1.155 -2.761 -0.5 -0.8 0.3 -0.39
N -2.749 0.017 -2.335 -0.3 2.4 -1.7 -0.02
C -3.947 -0.036 -3.050 0.4 0.2 0.2 -0.17
C -4.032 1.017 -3.918 1.2 0.1 0.0 -0.08
N -2.803 1.740 -3.814 -0.9 0.0 0.6 -0.14
C -2.569 3.068 -4.421 0.7 -1.1 -0.9 -0.08
H -2.398 4.768 -0.641 -0.4 0.0 -0.4 0.06
H -0.661 4.400 -0.604 -0.2 -0.2 0.1 0.04
H -1.458 5.095 0.824 -0.1 -0.4 -0.3 0.08
H -2.904 3.440 2.354 -0.1 0.4 0.1 0.08
H -3.283 0.726 2.383 0.2 0.5 -0.7 0.09
H 1.554 -2.199 -2.428 0.3 -1.0 0.1 0.09
H 2.337 -0.533 -4.433 -0.3 0.1 0.3 0.10
H 2.393 2.173 -4.524 -0.5 0.1 0.2 0.07
H 1.117 3.027 -3.473 0.7 -0.7 -0.3 0.05
H 0.589 2.158 -4.885 0.6 -0.3 0.2 0.07
H -4.674 -0.824 -2.854 0.2 0.3 -0.1 -0.05
H -4.772 1.307 -4.649 0.0 -0.1 0.1 0.09
H -1.495 3.383 -4.304 -1.2 -0.4 0.2 0.06
H -3.255 3.839 -4.050 0.2 -0.2 0.2 0.07
H -2.737 2.955 -5.531 0.1 0.2 1.0 0.08
Se -3.047 -2.058 1.024 -0.1 -2.6 2.0 0.10
Se -4.022 -4.165 0.215 1.6 0.3 1.8 -0.25
Te -5.809 -2.737 -1.348 -1.8 0.9 -0.8 -0.04
Se -5.022 -0.915 0.202 -1.5 0.1 -0.9 -0.18
N -2.066 -3.402 -2.204 0.3 0.2 0.7 0.14
C -2.132 -2.427 -1.529 0.4 -1.2 -1.6 -0.31
H -2.117 -4.425 -2.362 -0.2 1.8 0.5 0.10
C 0.012 -1.054 -0.427 -0.1 -0.6 1.0 -0.31
Ge 1.154 -0.976 1.286 -1.5 0.7 -1.7 1.02
C 0.534 -2.334 2.541 -0.8 -1.5 0.7 -0.27
C 1.078 -2.283 3.849 -0.4 0.2 -0.7 -0.16
C 0.657 -3.145 4.839 -0.3 -0.4 0.6 -0.11
C -0.308 -4.138 4.584 1.3 1.1 -0.9 -0.11
C -0.825 -4.257 3.314 0.2 0.2 -1.6 -0.09
C -0.377 -3.421 2.251 0.8 1.4 1.6 -0.12
C 2.984 -1.555 1.004 1.0 0.6 -0.8 -0.26
C 3.465 -2.771 1.492 0.8 0.5 -0.1 -0.09
C 4.821 -3.105 1.270 -0.9 -0.4 0.3 -0.12
C 5.686 -2.291 0.582 0.8 0.7 -0.5 -0.13
C 5.203 -1.085 0.067 -0.5 0.7 -0.3 -0.11
C 3.869 -0.721 0.243 0.1 -1.3 0.6 -0.10
C 1.366 0.894 2.011 0.0 -0.9 0.7 -0.22
C 1.973 1.884 1.220 -0.6 -0.5 0.3 -0.13
C 2.184 3.128 1.773 0.8 0.6 0.4 -0.11
C 1.939 3.379 3.141 0.0 0.9 -1.5 -0.12
C 1.361 2.407 3.914 0.1 0.0 1.2 -0.13
C 1.068 1.178 3.362 -0.1 -0.9 -0.9 -0.11
H -0.054 -2.172 -0.533 0.6 0.9 -0.4 0.02
H 1.869 -1.561 4.066 -0.3 0.0 0.0 0.10
H 1.054 -3.025 5.853 0.0 -0.2 -0.3 0.09
H -0.474 -4.906 5.282 -0.6 -0.5 1.1 0.07
H -1.583 -5.013 3.082 0.3 0.2 0.0 0.10
H -0.765 -3.565 1.251 -0.1 0.0 0.1 0.04
H 2.827 -3.414 2.116 0.4 0.2 -0.5 0.10
H 5.175 -4.044 1.644 0.2 -0.4 0.3 0.08
H 6.756 -2.537 0.435 -0.8 -0.1 0.2 0.10
H 5.811 -0.359 -0.492 0.1 -0.6 0.3 0.10
H 3.532 0.197 -0.227 -0.1 -0.1 0.2 0.08
H 2.238 1.693 0.177 -0.3 0.1 0.3 0.07
H 2.674 3.885 1.146 -0.3 -0.1 0.4 0.09
H 2.131 4.388 3.505 0.1 -0.3 0.2 0.09
H 1.229 2.545 4.999 -0.1 0.1 -0.6 0.10
H 0.628 0.399 3.998 0.1 0.3 -0.3 0.09
```
Positions in Å, forces in eV/Å.

Properties
Calculated total energy = -12895.0288 a.u.
Net charge = -2
Multiplicity = 4
Molecular weight = 1041.7 g mol⁻¹
Lowest unoccupied orbital energy (spin up / spin down) = 4.2 / 4.2 eV
E_HOMO (spin up / spin down) = 0.048 / 0.020 Eh


No. 4
A structure of composition C2H4O2S in a non-equilibrium geometry. Source: the Open Molecules 2025 dataset; level of theory: ωB97M-V with the def2-TZVPD basis set.

```
9
Properties=species:S:1:pos:R:3:forces:R:3:lowdin_charge:R:1
C 0.068 0.085 0.993 2.6 -1.1 -1.4 -0.28
C 0.645 -0.375 -0.449 -4.1 -1.6 1.9 -0.21
O -1.665 0.208 -1.738 1.4 1.0 0.8 -0.49
O -0.757 1.080 0.509 -1.3 1.8 -0.1 -0.36
S -0.518 0.927 -1.111 -1.1 -1.9 -1.0 0.96
H -0.489 -0.732 1.371 -0.6 -0.7 0.9 0.09
H 0.814 0.465 1.718 -0.4 -0.2 -0.4 0.12
H 1.627 -0.180 -0.651 2.6 0.3 -0.6 0.03
H 0.275 -1.476 -0.642 0.9 2.4 -0.2 0.13
```
Positions in Å, forces in eV/Å.

Properties
Calculated total energy = -627.1986 a.u.
Molecular weight = 92.1 g mol⁻¹
Lowest unoccupied orbital energy = 0.6 eV
E_HOMO = -0.352 Eh